(1)
{"formula": "C27H38Br10N2O2S", "method": "wB97M-V/def2-TZVPD", "species": ["C", "N", "C", "C", "C", "C", "C", "C", "C", "N", "C", "C", "C", "O", "C", "C", "O", "C", "C", "C", "C", "S", "H", "H", "H", "H", "H", "H", "H", "H", "H", "H", "H", "H", "H", "H", "H", "H", "H", "H", "Br", "C", "C", "Br", "H", "H", "H", "H", "Br", "C", "C", "Br", "H", "H", "H", "H", "Br", "C", "C", "Br", "H", "H", "H", "H", "Br", "C", "C", "Br", "H", "H", "H", "H", "Br", "C", "C", "Br", "H", "H", "H", "H"], "positions_angstrom": [[-0.070, -2.357, -2.347], [0.867, -1.234, -2.395], [0.279, 0.099, -2.569], [0.603, 1.014, -1.412], [1.501, 2.066, -1.550], [1.794, 2.896, -0.478], [1.169, 2.690, 0.744], [0.285, 1.626, 0.903], [0.007, 0.798, -0.173], [-0.344, 1.417, 2.157], [0.487, 1.492, 3.297], [0.412, 0.547, 4.332], [-0.503, -0.654, 4.289], [-1.826, -0.428, 3.775], [-2.709, 0.182, 4.649], [-2.526, 1.662, 4.869], [-3.583, -0.465, 5.154], [1.248, 0.688, 5.436], [2.153, 1.736, 5.533], [2.230, 2.667, 4.508], [1.396, 2.548, 3.404], [1.453, 3.760, 2.119], [-1.060, -2.010, -2.049], [0.256, -3.091, -1.606], [-0.171, -2.874, -3.307], [1.546, -1.396, -3.123], [-0.805, 0.036, -2.679], [0.657, 0.560, -3.485], [1.976, 2.233, -2.509], [2.503, 3.708, -0.584], [-0.687, -0.026, -0.034], [-0.848, 0.540, 2.136], [-0.586, -1.071, 5.297], [-0.089, -1.445, 3.661], [-3.513, 2.089, 5.025], [-2.066, 2.127, 4.000], [-1.900, 1.818, 5.746], [1.197, -0.047, 6.231], [2.791, 1.825, 6.402], [2.933, 3.487, 4.575], [-2.299, -0.937, -5.118], [-3.551, 0.549, -5.057], [-2.990, 1.781, -5.715], [-1.634, 2.628, -4.609], [-3.784, 0.716, -4.010], [-4.442, 0.209, -5.579], [-3.771, 2.524, -5.853], [-2.522, 1.563, -6.669], [-1.327, -4.995, -6.376], [-2.986, -4.977, -5.361], [-4.155, -5.444, -6.183], [-4.739, -4.089, -7.452], [-3.115, -3.962, -4.997], [-2.822, -5.650, -4.522], [-5.016, -5.635, -5.547], [-3.927, -6.334, -6.757], [-4.360, -8.997, -5.985], [-6.013, -8.938, -4.962], [-7.194, -9.375, -5.786], [-7.715, -8.003, -7.060], [-6.123, -7.919, -4.604], [-5.862, -9.606, -4.117], [-8.060, -9.537, -5.149], [-6.986, -10.273, -6.358], [5.864, 6.747, -0.198], [4.486, 7.475, 0.963], [4.833, 7.320, 2.420], [4.608, 5.483, 3.013], [3.563, 6.965, 0.708], [4.406, 8.528, 0.703], [4.158, 7.914, 3.032], [5.859, 7.598, 2.635], [9.753, 2.530, 5.908], [8.199, 2.393, 7.067], [7.009, 1.812, 6.349], [6.198, 3.094, 5.133], [8.002, 3.392, 7.443], [8.499, 1.745, 7.887], [6.233, 1.547, 7.063], [7.271, 0.942, 5.757]], "e_homo_ev": -7.57, "orbital_gap_ev": 8.016, "smiles": "CNCc1ccc2c(c1)Nc1c(COC(C)=O)cccc1S2.BrCCBr.BrCCBr.BrCCBr.BrCCBr.BrCCBr", "charge": 0, "max_force_ha_per_bohr": 0.0124}

---

(2)
{"formula": "C2HF3O2", "method": "wB97M-V/def2-TZVPD", "species": ["C", "C", "O", "O", "F", "F", "F", "H"], "positions_angstrom": [[-0.411, 0.343, -0.047], [-0.149, -0.048, -1.344], [0.469, -0.616, 1.991], [0.467, 0.401, 0.950], [-1.606, 0.809, 0.200], [-1.033, 0.119, -2.334], [0.974, -0.578, -1.779], [1.289, -0.430, 2.363]], "e_homo_ev": [-6.17, -10.39], "orbital_gap_ev": [6.895, 7.857], "charge": 0, "multiplicity": 3, "max_force_ha_per_bohr": 0.1720}

---

(3)
{"formula": "C7H15Cl8N5O10", "method": "wB97M-V/def2-TZVPD", "species": ["C", "N", "O", "O", "H", "H", "H", "C", "N", "O", "O", "H", "H", "H", "C", "N", "O", "O", "H", "H", "H", "C", "N", "O", "O", "H", "H", "H", "C", "N", "O", "O", "H", "H", "H", "Cl", "C", "Cl", "Cl", "Cl", "Cl", "C", "Cl", "Cl", "Cl"], "positions_angstrom": [[1.889, -2.968, -3.084], [2.677, -2.371, -4.204], [1.949, -2.047, -5.146], [3.924, -2.348, -4.137], [2.496, -3.653, -2.493], [1.061, -3.600, -3.402], [1.577, -2.092, -2.514], [-2.800, 2.189, 5.063], [-1.940, 1.387, 4.184], [-1.299, 2.009, 3.340], [-1.927, 0.183, 4.312], [-3.877, 2.105, 4.913], [-2.533, 3.233, 4.900], [-2.502, 1.867, 6.062], [0.819, -1.329, 4.278], [2.142, -1.750, 4.776], [2.871, -0.862, 5.188], [2.482, -2.948, 4.728], [0.253, -2.261, 4.254], [0.863, -0.870, 3.291], [0.330, -0.690, 5.013], [0.284, 1.069, 0.639], [0.104, -0.352, 0.450], [0.972, -0.955, -0.139], [-0.878, -0.897, 0.898], [0.168, 1.296, 1.699], [-0.505, 1.595, 0.102], [1.269, 1.400, 0.309], [-1.075, 0.231, -4.786], [-0.814, 1.124, -3.623], [-0.602, 0.656, -2.513], [-1.078, 2.290, -3.807], [-0.177, -0.373, -4.912], [-1.389, 0.884, -5.601], [-1.961, -0.338, -4.507], [3.618, 0.161, -1.534], [3.573, 1.675, -2.377], [5.197, 2.097, -3.092], [2.314, 1.607, -3.679], [3.200, 3.039, -1.298], [-3.293, -1.204, -1.249], [-4.100, 0.110, -0.312], [-4.017, -0.222, 1.418], [-3.382, 1.731, -0.684], [-5.882, 0.193, -0.726]], "e_homo_ev": -10.90, "orbital_gap_ev": 10.413, "smiles": "C[N+](=O)[O-].C[N+](=O)[O-].C[N+](=O)[O-].C[N+](=O)[O-].C[N+](=O)[O-].ClC(Cl)(Cl)Cl.ClC(Cl)(Cl)Cl", "charge": 0, "max_force_ha_per_bohr": 0.0579}

---

(4)
{"formula": "CH3N3O", "method": "wB97M-V/def2-TZVPD", "species": ["C", "N", "N", "N", "O", "H", "H", "H"], "positions_angstrom": [[0.674, 0.439, -0.173], [-1.189, -0.980, 0.073], [-1.721, 0.103, 0.094], [0.154, -0.870, -0.001], [-0.952, 1.201, 0.050], [1.243, 0.967, 0.771], [1.076, 0.716, -1.247], [0.715, -1.576, 0.434]], "e_homo_ev": [-5.70, -10.67], "orbital_gap_ev": [6.636, 8.121], "charge": 0, "multiplicity": 3, "max_force_ha_per_bohr": 0.1449}

---

Question: What is the formula in the fourth record?
Answer: CH3N3O

---

Question: charge of number 2 (C2HF3O2)?
Answer: 0